10
Properties=species:S:1:pos:R:3:forces:R:3 method="wB97M-V/def2-TZVPD" e_lumo_ev="-5.4042 / -4.7313" homo_ev="-12.703 / -11.294" homo_lumo_gap_ev="7.3 / 6.6" total_charge=+1 de_lowest_kj_mol=307.87
C 0.3774 -2.1212 0.0415 -3.235 1.843 0.995
O 0.6594 1.0429 -0.9377 2.087 -0.528 1.008
C -0.2416 1.1488 0.1310 -2.627 -0.773 -0.527
C -0.6720 -0.0171 0.6885 1.107 2.503 -0.206
O 0.3503 -0.8804 1.0157 0.672 -0.951 -1.679
Lu 2.2100 -0.7847 -0.4239 -1.771 -0.326 0.340
H 0.7511 1.8698 -1.4176 0.149 0.355 0.009
H -0.8225 2.0698 0.1617 -0.033 -0.336 -0.428
H -1.7522 -0.2093 0.6731 0.487 -0.361 1.478
H -0.8600 -2.1184 0.0677 3.164 -1.427 -0.990

21
Properties=species:S:1:pos:R:3:forces:R:3 method="wB97M-V/def2-TZVPD" e_lumo_ev=3.2714 homo_ev=-2.254 homo_lumo_gap_ev=5.5 smiles=C[C@H](N)CNCC[S-] total_charge=-1 de_lowest_kj_mol=148.57
C 0.0745 0.3708 -0.5741 0.676 -1.234 0.029
N -0.4851 -0.1644 0.6656 0.331 -0.763 -1.723
C -1.6704 -0.9704 0.3285 0.643 -1.171 -0.476
C -2.6429 -1.2859 1.4371 -1.803 3.699 -0.162
S -4.1922 -1.9783 0.8794 -0.511 -0.935 -0.409
C 1.4851 0.9299 -0.2579 0.272 -1.203 1.927
N 2.3047 -0.2364 0.3730 -0.996 2.176 1.383
C 2.1730 1.4910 -1.4758 1.303 3.023 -0.534
H 0.1138 -0.4907 -1.2993 0.742 0.433 0.645
H -0.6052 0.9978 -1.1577 -0.073 0.902 0.408
H -0.6377 0.6325 1.2046 -1.101 1.310 1.471
H -2.0793 -0.6193 -0.6594 -0.371 -0.274 1.148
H -1.2685 -1.9934 0.1711 0.008 0.415 -0.737
H -3.0205 -0.3327 1.9439 0.980 -0.658 -0.449
H -2.1408 -1.8110 2.1861 0.825 -1.215 1.193
H 1.5087 1.7372 0.6011 -0.574 -1.391 -1.763
H 1.7867 -0.5552 1.2532 0.697 0.707 -1.852
H 2.1876 -0.9738 -0.2695 -0.079 -1.282 -0.837
H 1.4486 2.1450 -2.0867 0.846 -1.190 0.745
H 2.7240 0.8027 -2.1781 -0.759 0.417 0.955
H 2.9359 2.3048 -1.0852 -1.055 -1.766 -0.959

20
Properties=species:S:1:pos:R:3:forces:R:3 method="wB97M-V/def2-TZVPD" e_lumo_ev=0.8709 homo_ev=-8.812 homo_lumo_gap_ev=9.7 smiles="CC(C)NC(=O)CN" total_charge=0 de_lowest_kj_mol=76.42
N -0.8339 -2.5755 -1.7815 -0.449 -0.365 0.171
C 0.1799 -1.6492 -1.3740 0.109 -0.727 -0.764
C -0.3890 -0.5791 -0.4814 0.811 0.657 0.225
N 0.5675 0.2654 0.0302 -1.678 -0.635 -0.067
C 1.5094 1.0298 2.0971 -0.540 -0.292 0.034
C 0.2769 1.0880 1.1672 1.113 0.919 0.712
C 0.0154 2.5336 0.7842 -0.041 0.054 -0.978
O -1.5630 -0.4593 -0.2038 -0.122 -0.344 -0.033
H -1.7775 -2.2396 -1.8617 0.086 0.306 -0.021
H -0.6010 -3.2853 -2.4505 0.178 0.171 -0.126
H 0.9425 -2.2278 -0.8534 0.117 0.203 0.472
H 0.7480 -1.1797 -2.1960 -0.294 0.241 -0.055
H 1.4720 0.3037 -0.3553 1.012 -0.225 -0.389
H 1.7396 -0.0170 2.2968 0.212 0.030 0.031
H 1.3310 1.5148 3.0585 -0.059 0.094 -0.120
H 2.3606 1.5206 1.6171 0.011 -0.098 0.038
H -0.5998 0.6756 1.6562 -0.055 -0.092 0.040
H -0.8193 2.5760 0.0716 -0.260 0.206 0.667
H -0.0749 3.1594 1.6697 -0.456 0.091 -0.104
H 0.8336 2.9481 0.1840 0.308 -0.194 0.265

10
Properties=species:S:1:pos:R:3:forces:R:3 method="wB97M-V/def2-TZVPD" e_lumo_ev=4.3335 homo_ev=-2.622 homo_lumo_gap_ev=7.0 total_charge=-1 de_lowest_kj_mol=532.48
O -1.5676 -0.6822 -0.1222 0.456 0.004 2.342
C -0.7168 0.4634 -0.0163 0.712 1.481 -5.710
H -1.4550 -1.2194 0.6665 0.359 -0.352 0.368
H -1.4426 1.1388 -0.5156 -0.403 -0.175 -2.011
H -0.2878 1.4392 0.2828 0.704 -1.768 3.059
C 0.6695 -0.0899 1.8000 1.873 -0.803 0.477
C 1.3925 -0.3275 0.7812 -1.303 -0.041 1.567
C 1.0462 -0.2068 -0.6122 -2.759 1.736 0.588
H 1.4995 0.6453 -1.1374 0.192 -0.730 -0.355
H 0.8620 -1.1609 -1.1268 0.170 0.649 -0.324